Computed, not measured: a gas-phase ion, C2H4N3O (charge +1) in a non-equilibrium geometry, with ωB97M-V with the def2-TZVPD basis set.

The geometry in XYZ format:
```
10
Properties=species:S:1:pos:R:3
O 1.4250 0.3630 0.5852
N 0.3285 0.0639 0.2468
N 0.7216 1.3103 -1.4790
N 1.7587 1.6459 -1.1700
C -0.2113 0.5753 -0.8933
C -0.5707 -0.9156 0.9044
H -1.1147 -1.5192 0.1296
H 0.1607 -1.4622 1.5433
H -1.3816 -0.2306 1.5177
H -1.1161 0.1692 -1.3847
```

Results
Net charge: +1
Kohn-Sham gap (alpha / beta), eV: 9.5 / 9.5
LUMO level (alpha / beta), eV: -6.482 / -6.482
M, g mol⁻¹: 86.07
HOMO energy (alpha / beta), eV: -16.02 / -16.02

***

Computed, not measured: a single C2H4N4 molecule, with ωB97M-V with the def2-TZVPD basis set.

The geometry in XYZ format:
```
10
Properties=species:S:1:pos:R:3
N 0.8550 -0.5089 0.8288
N 1.5127 -1.3828 0.2116
N -0.5175 -1.1695 -1.5235
N -0.1256 1.5133 0.2435
C -1.1388 -0.5354 -0.6809
C -0.1109 0.1792 0.2096
H -2.2026 -0.2765 -0.5494
H 1.9969 -1.9294 0.9415
H -0.9615 2.0107 -0.0251
H 0.7116 2.0541 0.3999
```

Results
Net charge: 0
Kohn-Sham gap (alpha / beta), eV: 7.4 / 8.5
LUMO level (alpha / beta), eV: -0.092 / -0.037
M, g mol⁻¹: 84.08
HOMO energy (alpha / beta), eV: -7.47 / -8.50

***

Computed, not measured: a single C2H4N4 molecule, with ωB97M-V with the def2-TZVPD basis set.

The geometry in XYZ format:
```
10
Properties=species:S:1:pos:R:3
N 1.5155 -0.4663 -0.9966
N 0.5055 0.7213 0.8097
N 0.4602 -1.0921 -1.1899
N -0.6406 0.7716 0.0725
C 1.5163 0.1230 0.3032
C -1.7206 0.4322 0.6325
H 0.3077 -1.3236 -2.1897
H 2.4669 0.1895 0.8257
H -2.6431 0.6501 0.1017
H -1.7678 -0.0057 1.6309
```

Results
Net charge: 0
Kohn-Sham gap, eV: 9.0
LUMO level, eV: 0.016
M, g mol⁻¹: 84.08
HOMO energy, eV: -9.01

***

What did the second record say?
Computed, not measured: a single C2H4N4 molecule, with ωB97M-V with the def2-TZVPD basis set.

The geometry in XYZ format:
```
10
Properties=species:S:1:pos:R:3
N 0.8550 -0.5089 0.8288
N 1.5127 -1.3828 0.2116
N -0.5175 -1.1695 -1.5235
N -0.1256 1.5133 0.2435
C -1.1388 -0.5354 -0.6809
C -0.1109 0.1792 0.2096
H -2.2026 -0.2765 -0.5494
H 1.9969 -1.9294 0.9415
H -0.9615 2.0107 -0.0251
H 0.7116 2.0541 0.3999
```

Results
Net charge: 0
Kohn-Sham gap (alpha / beta), eV: 7.4 / 8.5
LUMO level (alpha / beta), eV: -0.092 / -0.037
M, g mol⁻¹: 84.08
HOMO energy (alpha / beta), eV: -7.47 / -8.50

***

Q: net charge of number 3 (C2H4N4)?
A: 0